# 1
Entry from OMol25: a cluster of 2 separate species, C3H8NO in total at a distorted geometry (ωB97M-V with the def2-TZVPD basis set).

Geometry as XYZ:
```
13
Properties=species:S:1:pos:R:3:forces:R:3:nbo_charge:R:1
C 0.091 -1.289 0.213 0.3566 0.6414 -1.4659 -0.0251
C -1.115 -0.513 0.334 4.1061 0.8034 1.4994 0.2914
C 0.570 -1.471 -1.149 -0.1818 -2.1390 -2.0116 -0.6655
N -0.067 0.140 0.608 -1.3838 -1.7930 -0.2589 -0.3666
O 0.088 2.708 0.643 -0.3928 0.8910 0.5770 -0.9406
H 0.390 -1.995 0.912 0.3848 -0.8909 1.7095 0.2365
H -2.100 -0.384 0.385 -3.9997 0.5259 -0.2033 0.2383
H 0.061 -0.819 -1.831 -0.4709 0.2738 -0.4645 0.2251
H 0.455 -2.528 -1.519 -0.2936 0.9177 0.5076 0.2611
H 1.595 -1.300 -1.331 1.4188 0.4126 0.4232 0.2563
H -0.747 3.207 0.608 0.1001 -0.4438 -0.4637 0.5066
H 0.289 1.098 0.722 -0.1935 0.8526 0.1187 0.4808
H 0.488 3.147 1.404 0.5498 -0.0516 0.0327 0.5017
```
Positions in Å, forces in eV/Å.

* relative energy (zero: lowest compared OMol25 entry of this formula, charge and spin): 2.379 eV
* max |F|: 4.4 eV Å⁻¹
* HOMO: -16.479 eV
* charge: +1


# 2
Entry from OMol25: a cluster of 2 separate species, C3H8NO in total at a distorted geometry (ωB97M-V with the def2-TZVPD basis set).

Geometry as XYZ:
```
13
Properties=species:S:1:pos:R:3:forces:R:3:nbo_charge:R:1
C 1.245 0.654 0.665 0.4087 -0.7742 -1.6702 -0.0945
C 1.482 1.661 -0.154 0.0528 1.2639 0.9268 -0.2827
C -0.334 -0.943 1.413 0.0888 -0.4132 0.7078 0.1253
N 0.094 -0.179 0.489 -0.9790 0.3971 1.2426 -0.4052
H 2.036 0.201 1.239 -0.1573 0.0271 0.5460 0.2387
H 0.764 2.162 -0.791 -0.0974 -0.4693 -0.2769 0.2300
H 2.393 2.223 0.031 0.0032 -0.1950 -0.2633 0.2435
H -1.235 -1.527 1.318 -0.1993 0.0625 -0.4561 0.2292
H 0.166 -1.028 2.377 0.3433 0.0803 -0.3460 0.2253
H -0.572 -0.041 -0.279 0.5102 -0.0960 -0.7003 0.4766
H -1.984 -0.927 -2.713 0.3089 0.0710 -0.0443 0.5052
H -2.635 -0.994 -1.358 0.0172 -0.0187 -0.0316 0.4829
O -1.772 -0.869 -1.773 -0.2999 0.0645 0.3654 -0.9741
```
Positions in Å, forces in eV/Å.

* relative energy (zero: lowest compared OMol25 entry of this formula, charge and spin): 0.936 eV
* max |F|: 1.9 eV Å⁻¹
* HOMO: -15.159 eV
* charge: +1


# 3
Entry from OMol25: a cluster of 2 separate species, C3H8NO in total at a distorted geometry (ωB97M-V with the def2-TZVPD basis set).

Geometry as XYZ:
```
13
Properties=species:S:1:pos:R:3:forces:R:3:nbo_charge:R:1
C 0.274 -1.828 -0.984 0.3047 0.3350 -0.5533 0.1495
N 1.206 -1.272 -0.323 -0.2371 -1.1724 0.8384 -0.5528
H 0.031 -2.860 -0.727 -0.3446 0.3880 -0.0839 0.2421
H -0.174 -1.278 -1.819 0.0796 -0.4349 0.2618 0.2425
H 1.541 -0.329 -0.424 -0.2715 0.2418 -0.1752 0.4420
H 1.517 -1.736 0.529 0.3703 0.0102 -0.1874 0.4405
C -1.646 0.626 0.729 -1.0478 0.5962 0.3343 -0.4852
C -0.721 1.387 0.176 1.0162 -0.5085 0.2657 0.1083
O 0.642 1.219 0.471 -0.5305 -0.3594 0.1484 -0.7153
H -2.675 0.916 0.555 0.0334 0.0206 -0.3369 0.2330
H -1.594 -0.086 1.536 0.7972 -0.3026 -0.0644 0.2220
H -0.958 2.209 -0.476 0.0287 0.1145 -0.2618 0.2021
H 1.209 1.445 -0.268 -0.1986 1.0713 -0.1859 0.4712
```
Positions in Å, forces in eV/Å.

* relative energy (zero: lowest compared OMol25 entry of this formula, charge and spin): 1.734 eV
* max |F|: 1.5 eV Å⁻¹
* HOMO: -13.609 eV
* charge: +1